1.
Density functional theory data (ωB97M-V/def2-TZVPD) for a structure of composition C46H56As3F5NO4RbSSb2 at a distorted geometry.

Geometry (Å):
Rb -0.286 0.280 -0.134
C 0.900 -1.260 -4.938
C 0.489 -2.727 -4.994
C 1.262 -3.559 -3.990
Sb 1.200 -2.779 -1.893
C 2.324 -4.585 -1.362
C 1.857 -5.413 -0.351
C 2.496 -6.600 -0.045
C 3.618 -6.992 -0.759
C 4.114 -6.163 -1.749
C 3.474 -4.970 -2.039
C 3.033 -1.610 -2.023
C 3.964 -1.692 -3.050
C 5.129 -0.944 -3.028
C 5.385 -0.092 -1.969
C 4.467 0.001 -0.937
C 3.302 -0.748 -0.967
Sb -0.549 -0.133 -3.741
C -1.530 0.333 -5.644
C -0.828 0.957 -6.667
C -1.416 1.205 -7.893
C -2.734 0.842 -8.114
C -3.445 0.217 -7.105
C -2.844 -0.038 -5.883
C 0.590 1.692 -3.833
C -0.019 2.862 -4.264
C 0.664 4.063 -4.240
C 1.970 4.112 -3.782
C 2.587 2.952 -3.351
C 1.896 1.750 -3.371
H 0.934 -0.835 -5.940
H 1.898 -1.173 -4.514
H 0.654 -3.127 -6.008
H -0.590 -2.832 -4.809
H 2.292 -3.643 -4.330
H 0.861 -4.577 -3.946
H 0.989 -5.105 0.216
H 2.122 -7.227 0.756
H 4.108 -7.932 -0.539
H 5.007 -6.445 -2.298
H 3.887 -4.334 -2.808
H 3.798 -2.340 -3.900
H 5.836 -1.035 -3.845
H 6.301 0.485 -1.943
H 4.660 0.659 -0.102
H 2.608 -0.680 -0.139
H 0.198 1.266 -6.497
H -0.848 1.682 -8.683
H -3.204 1.050 -9.067
H -4.475 -0.074 -7.277
H -3.410 -0.510 -5.090
H -1.047 2.828 -4.592
H 0.172 4.967 -4.572
H 2.499 5.056 -3.750
H 3.608 2.975 -2.991
H 2.396 0.852 -3.019
F 4.756 5.723 0.279
C 3.484 5.321 0.553
C 3.072 4.019 0.277
F 3.960 3.169 -0.288
C 1.801 3.593 0.584
F 1.495 2.292 0.333
C 0.829 4.438 1.183
S -0.720 3.945 1.579
C 1.293 5.758 1.448
F 0.456 6.640 2.045
C 2.568 6.185 1.151
F 2.958 7.452 1.453
C -2.630 -2.411 0.229
As -2.506 -1.062 1.638
C -4.482 -0.816 1.814
C -2.186 -2.476 3.009
C -1.902 -2.089 4.464
C -2.023 -3.357 5.329
C -0.472 -1.557 4.603
As 0.279 -0.303 3.238
C -0.526 1.358 3.967
C 1.968 -0.044 4.257
C -2.962 -1.080 4.928
As -3.454 -0.993 6.845
C -2.241 0.403 7.532
C -4.978 0.240 6.560
H -3.339 -3.197 0.509
H -1.646 -2.851 0.078
H -2.953 -1.942 -0.695
H -5.022 -1.738 2.040
H -4.815 -0.434 0.849
H -4.724 -0.063 2.567
H -1.309 -3.002 2.622
H -3.047 -3.161 2.985
H -1.407 -4.159 4.926
H -3.063 -3.693 5.367
H -1.696 -3.150 6.353
H 0.214 -2.410 4.538
H -0.349 -1.098 5.594
H -0.649 1.318 5.051
H -1.490 1.551 3.487
H 0.121 2.204 3.730
H 1.783 0.213 5.303
H 2.524 0.775 3.797
H 2.566 -0.952 4.206
H -3.906 -1.362 4.446
H -2.698 -0.082 4.569
H -1.229 0.022 7.652
H -2.587 0.742 8.511
H -2.220 1.257 6.859
H -5.829 -0.278 6.118
H -4.684 1.050 5.894
H -5.306 0.672 7.507
O -2.681 1.601 -3.029
N -2.136 1.281 -1.992
O -2.541 0.309 -1.380
O -1.184 1.906 -1.588
C 2.898 -2.909 1.710
C 1.428 -2.472 1.880
O 0.811 -2.343 0.791
H 3.155 -3.118 0.663
H 3.100 -3.797 2.311
H 3.520 -2.096 2.082

Cartesian forces (eV/Å) of the 6 atoms listed first:
2.07 -1.31 1.78
0.02 0.00 0.02
-0.18 -0.09 -0.21
-0.09 0.00 0.28
0.59 -0.91 -0.71
-0.32 0.32 0.04

Energy above the lowest of the compared OMol25 structures with the same formula, charge and spin = 227.52 kJ/mol
Total charge = -2
E_tot = -278953.279 eV

Mulliken atomic charge list, values in e, 5 entries: Rb 1.224; C -0.900; C -0.845; C -1.125; Sb 1.005

---

2.
Density functional theory data (ωB97M-V/def2-TZVPD) for a cluster of 7 separate species, C46H56F3N8O3PS in total at a distorted geometry.

Geometry (Å):
C -3.706 0.627 -1.168
C -2.984 1.718 -1.356
C -1.986 1.794 -2.448
O -2.241 1.595 -3.588
O -0.718 2.084 -2.054
C -0.090 0.942 -1.443
C 1.403 1.153 -1.320
C 2.144 -0.186 -1.293
C 1.664 -1.151 -0.182
C 0.632 -2.191 -0.630
C 0.664 -3.485 0.226
P -0.934 -3.720 1.108
C -0.443 -2.566 2.557
C 0.674 -3.081 3.439
S 0.841 -2.263 5.071
C 1.118 -0.604 4.673
N 1.131 0.373 5.518
N 1.389 1.515 4.797
C 1.520 1.153 3.576
O 1.370 -0.185 3.410
C -1.674 -4.826 -0.289
C -1.504 -6.330 -0.073
C -0.620 -7.054 -1.074
F -0.379 -6.365 -2.195
F 0.575 -7.384 -0.543
F -1.188 -8.222 -1.460
H -3.690 -0.193 -1.873
H -4.353 0.523 -0.308
H -3.086 2.563 -0.688
H -0.533 0.716 -0.470
H -0.263 0.075 -2.089
H 1.642 1.676 -0.391
H 1.775 1.754 -2.148
H 3.212 -0.018 -1.209
H 2.003 -0.697 -2.248
H 2.552 -1.661 0.197
H 1.287 -0.547 0.648
H 0.824 -2.433 -1.674
H -0.356 -1.731 -0.582
H 1.511 -3.426 0.905
H 0.852 -4.343 -0.418
H -1.154 -4.775 2.050
H -2.002 -2.804 0.860
H -0.236 -1.583 2.142
H -1.339 -2.460 3.178
H 0.504 -4.128 3.699
H 1.659 -3.015 2.980
H 1.714 1.770 2.717
H -1.265 -4.485 -1.238
H -2.740 -4.597 -0.322
H -2.470 -6.827 -0.092
H -1.079 -6.540 0.913
C 6.018 -1.395 -5.628
C 4.827 -0.699 -5.757
C 4.133 -0.365 -4.604
N 4.546 -0.677 -3.377
C 5.693 -1.349 -3.268
C 6.462 -1.728 -4.358
H 6.591 -1.674 -6.503
H 4.442 -0.419 -6.728
H 3.197 0.183 -4.664
H 6.004 -1.589 -2.257
H 7.386 -2.271 -4.211
C -3.128 -0.375 7.641
C -4.225 0.467 7.721
C -4.122 1.737 7.173
N -3.024 2.195 6.573
C -1.977 1.373 6.505
C -1.978 0.085 7.020
H -3.167 -1.374 8.057
H -5.142 0.151 8.198
H -4.959 2.427 7.215
H -1.095 1.770 6.018
H -1.095 -0.533 6.935
C -2.491 7.011 9.007
C -3.641 7.776 8.895
C -4.660 7.315 8.076
N -4.597 6.179 7.385
C -3.483 5.454 7.500
C -2.409 5.825 8.296
H -1.672 7.335 9.637
H -3.748 8.709 9.431
H -5.578 7.884 7.964
H -3.453 4.534 6.928
H -1.531 5.196 8.353
C -0.258 -0.258 -6.644
C 0.344 -0.630 -7.836
C -0.230 -0.201 -9.024
N -1.330 0.546 -9.087
C -1.900 0.893 -7.930
C -1.404 0.519 -6.690
H 0.159 -0.570 -5.694
H 1.238 -1.239 -7.848
H 0.213 -0.469 -9.978
H -2.794 1.500 -7.993
H -1.906 0.834 -5.785
C -6.112 4.450 -5.497
C -4.752 4.585 -5.275
C -3.890 3.701 -5.906
N -4.298 2.725 -6.713
C -5.608 2.605 -6.914
C -6.553 3.438 -6.334
H -6.818 5.121 -5.024
H -4.363 5.359 -4.628
H -2.817 3.772 -5.760
H -5.912 1.799 -7.574
H -7.606 3.295 -6.536
C 8.339 -1.338 2.324
C 9.154 -1.802 1.305
C 8.587 -2.037 0.062
N 7.298 -1.845 -0.208
C 6.527 -1.399 0.782
C 6.995 -1.130 2.059
H 8.744 -1.140 3.308
H 10.208 -1.978 1.467
H 9.192 -2.398 -0.762
H 5.481 -1.251 0.534
H 6.322 -0.767 2.824

Cartesian forces (eV/Å) of the 6 atoms listed first:
-0.23 -0.17 -0.04
-0.15 0.10 0.34
-0.15 0.13 0.51
-0.27 -0.12 -1.16
0.33 0.04 0.39
0.24 -0.15 -0.19

SMILES = C=CC(=O)OCCCCCC[PH2](CCSc1nnco1)CCC(F)(F)F.c1ccncc1.c1ccncc1.c1ccncc1.c1ccncc1.c1ccncc1.c1ccncc1
E_tot = -94945.646 eV

Mulliken atomic charge list, values in e, 5 entries: C -0.771; C -0.162; C 0.682; O -0.537; O -0.454

---

Q: Which formula does entry 1 have?
A: C46H56As3F5NO4RbSSb2